Record 1
Here is a molecular structure, C6H14O at a distorted geometry from OMol25. Energies are from the ωB97M-V functional and the def2-TZVPD basis.

Output
**HOMO energy**: -8.51 eV
**Frontier orbital gap**: 9.42 eV
**F_max**: 0.039 hartree/bohr
**ΔE to the lowest compared entry with this formula, charge and spin**: 2.197 eV

Structure (ORCA input):
```
! RIJCOSX wB97M-V def2-TZVPD def2/J DEFGRID3
* xyz 0 1
C -1.45790 -0.81511 -1.00087
C -1.11006 -0.29150 0.39646
C -2.28462 0.50728 0.96844
C 0.14745 0.59364 0.41430
C 1.49774 -0.07136 0.34643
C 2.64256 0.61350 0.23502
O 1.43566 -1.42009 0.34105
H -2.29280 -1.52592 -0.94792
H -0.60593 -1.31475 -1.47262
H -1.76813 0.00854 -1.65744
H -0.92715 -1.15249 1.05088
H -3.20094 -0.09271 0.98206
H -2.48314 1.39891 0.35927
H -2.08139 0.83970 1.99330
H 0.18586 1.14926 1.35663
H 0.08456 1.34088 -0.39143
H 1.57338 -0.10031 -2.06457
H 3.60157 0.10942 0.15684
H 2.63504 1.69465 0.27970
H 2.07235 0.29242 -1.59978
H 2.33591 -1.76398 0.25426
*
```


Record 2
Here is a molecular structure, C4H3CsLiMgO2 at a distorted geometry from OMol25. Energies are from the ωB97M-V functional and the def2-TZVPD basis.

Output
**HOMO energy (spin up / spin down)**: -8.68 / -8.68 eV
**Frontier orbital gap (spin up / spin down)**: 4.61 / 4.61 eV
**F_max**: 0.109 hartree/bohr
**ΔE to the lowest compared entry with this formula, charge and spin**: 3.922 eV

Structure (ORCA input):
```
! RIJCOSX wB97M-V def2-TZVPD def2/J DEFGRID3
* xyz 1 1
C 0.67260 0.20527 1.60076
O 1.41190 -0.86964 1.75035
Cs -1.03135 3.03916 -3.53976
Li -0.05673 -2.16022 1.35256
H 0.11504 1.46409 1.56703
C -0.58965 0.27613 0.96962
C -0.86268 -0.78504 -0.05493
C -0.27240 -0.70670 -1.26599
O 0.63474 0.26609 -1.67742
Mg 1.93529 0.16598 -0.26763
H -1.42184 0.49221 1.65315
H -0.53490 -1.38731 -2.08773
*
```


Record 3
Here is C3H4O4 in the gas phase at a distorted geometry from OMol25. Energies are from the ωB97M-V functional and the def2-TZVPD basis.

Output
**HOMO energy**: -11.08 eV
**Frontier orbital gap**: 11.14 eV
**F_max**: 0.074 hartree/bohr
**SMILES**: O=C(O)CC(=O)O
**ΔE to the lowest compared entry with this formula, charge and spin**: 0.296 eV

Structure (ORCA input):
```
! RIJCOSX wB97M-V def2-TZVPD def2/J DEFGRID3
* xyz 0 1
O -1.60462 1.18611 0.32971
C -0.50772 0.98901 -0.23798
O 0.04135 2.05544 -0.87427
C 0.46448 -0.15789 -0.18185
C 0.25974 -1.44967 0.63247
O 1.02023 -2.36301 0.65610
O -0.93305 -1.44356 1.24892
H 0.57413 1.73496 -1.63643
H 1.41228 0.38992 0.25734
H 0.75641 -0.34533 -1.31039
H -1.48323 -0.59597 1.11640
*
```


Record 4
Here is a gas-phase ion, C3H3OS (charge +1) at a distorted geometry from OMol25. Energies are from the ωB97M-V functional and the def2-TZVPD basis.

Output
**HOMO energy**: -16.10 eV
**Frontier orbital gap**: 9.75 eV
**F_max**: 0.124 hartree/bohr
**ΔE to the lowest compared entry with this formula, charge and spin**: 0.683 eV

Structure (ORCA input):
```
! RIJCOSX wB97M-V def2-TZVPD def2/J DEFGRID3
* xyz 1 1
C 0.40532 -0.51317 0.31809
C -0.06218 0.50351 1.04983
C -0.05276 -0.46671 -1.00372
O -0.81984 0.53834 -1.27782
S -0.99920 1.65120 -0.03897
H 1.18677 -1.05879 0.77367
H 0.05863 0.53132 2.03066
H 0.28326 -1.18571 -1.85174
*
```


Record 5
Here is a molecular structure, C6H9O7P at a distorted geometry from OMol25. Energies are from the ωB97M-V functional and the def2-TZVPD basis.

Output
**HOMO energy**: -10.04 eV
**Frontier orbital gap**: 10.48 eV
**F_max**: 0.040 hartree/bohr
**ΔE to the lowest compared entry with this formula, charge and spin**: 0.000 eV

Structure (ORCA input):
```
! RIJCOSX wB97M-V def2-TZVPD def2/J DEFGRID3
* xyz 0 1
C 2.65972 2.16131 -0.13583
C 1.98145 1.12446 -0.58887
C -2.74769 -0.90235 0.18106
C -1.40767 -1.06355 -0.51012
C -0.23559 -0.79384 0.46535
C 2.08376 -0.25264 0.00003
O -1.56157 2.69194 0.08538
O -2.81683 0.43772 0.62504
O -1.35045 0.44018 -1.31159
O -0.32420 0.53015 0.88272
O -1.26764 -2.04482 -1.37179
O -0.37895 -1.65139 1.53182
O 0.92613 -1.06048 -0.24929
P -1.54017 1.25369 0.02746
H 2.57793 3.12993 -0.59423
H 3.32276 2.08432 0.71248
H 1.31189 1.20911 -1.43399
H -3.55523 -1.10548 -0.53037
H -2.80878 -1.58315 1.03323
H 2.29579 -0.20399 1.07256
H 2.87934 -0.81949 -0.49400
H -0.32608 -2.13742 -1.60405
H 0.28209 -1.44425 2.20699
*
```


- What is the formula in the fifth record?
  C6H9O7P


- Number 1 is which compound?
  C6H14O